Entry 1:
Below is the ion C8H10NO2 with charge -1, with properties calculated with wB97M-V/def2-TZVPD.

XYZ file:
```
21
Properties=species:S:1:pos:R:3:forces:R:3:nbo_charge:R:1
C 2.536 0.138 1.410 -0.15 0.52 0.28 -0.6309
C 1.445 -0.658 1.588 -2.49 0.86 -3.83 0.5532
C 2.324 1.161 0.429 -0.42 -0.79 -1.79 0.6574
C -0.974 -0.007 0.611 -2.44 -1.39 0.34 -0.2531
C -0.485 -1.124 -0.348 -1.52 0.53 -0.40 -0.2491
C 0.444 -0.175 0.282 1.06 0.58 1.54 0.0133
C -2.078 0.945 0.048 4.77 2.03 0.43 -0.6049
C -0.980 -1.005 -1.880 3.86 1.54 2.33 -0.6148
N 1.189 0.817 -0.353 0.88 -0.21 0.47 -0.6605
O 1.013 -1.552 2.276 0.01 -1.27 1.45 -0.7036
O 2.985 2.126 0.080 0.84 0.83 0.40 -0.7062
H 3.392 -0.008 1.998 1.14 0.41 0.66 0.2045
H -1.256 -0.512 1.556 0.13 0.78 -0.21 0.2040
H -0.463 -2.063 0.238 -0.17 -0.05 -1.26 0.2272
H -2.987 0.497 0.120 -2.67 -1.51 -0.18 0.1918
H -1.775 1.184 -1.038 -0.94 0.24 1.89 0.1955
H -2.124 1.836 0.766 0.13 -0.66 -1.47 0.2004
H -0.232 -1.612 -2.315 0.72 -0.65 -1.33 0.2110
H -0.897 0.024 -2.357 -0.08 -1.29 0.88 0.1947
H -1.884 -1.435 -2.065 -2.76 -1.00 -0.26 0.1927
H 0.808 1.426 -1.047 0.10 0.50 0.06 0.3774
```
Positions in Å, forces in eV/Å.

Properties
maximum force = 5.20 eV Å⁻¹
relative energy (zero: lowest compared OMol25 entry of this formula, charge and spin) = 0.3284 eV
LUMO level = 3.539 eV
HOMO energy = -3.634 eV
Kohn-Sham gap = 7.173 eV
structure (SMILES) = C[C@@H]1[C@H](C)[C@]12NC([O-])=CC2=O
net charge = -1

Entry 2:
Below is the molecule C6H13NO, with properties calculated with wB97M-V/def2-TZVPD.

XYZ file:
```
21
Properties=species:S:1:pos:R:3:forces:R:3:nbo_charge:R:1
C -0.491 0.298 -0.853 -5.60 1.98 0.98 -0.4719
C -1.689 -0.702 -1.474 1.19 0.06 4.52 -0.3952
C -1.101 -1.936 -2.025 3.68 -0.70 -2.79 -0.6322
C -0.395 0.375 0.684 -0.80 -2.14 -0.33 0.6685
N 0.785 0.529 1.315 2.34 0.26 -1.64 -0.4258
C 2.113 0.608 0.511 -3.02 0.61 -1.14 -0.4114
C 0.675 1.060 2.656 -2.41 1.68 -0.30 -0.4647
O -1.386 0.212 1.390 -0.41 0.70 -0.66 -0.6451
H 0.343 0.062 -1.374 2.48 -0.37 -1.43 0.1926
H -0.858 1.423 -1.080 1.04 -2.41 0.16 0.2307
H -2.325 -1.098 -0.593 0.50 1.54 -1.37 0.2353
H -2.206 -0.121 -2.169 -1.11 0.68 -0.96 0.2072
H -1.422 -2.259 -3.055 -0.76 -0.24 1.44 0.2266
H -0.041 -1.695 -2.400 -0.87 -0.09 0.62 0.1820
H -0.858 -2.736 -1.305 -0.83 0.11 -0.42 0.2202
H 2.970 -0.009 0.610 0.19 -1.57 1.50 0.2082
H 1.852 0.383 -0.590 0.47 1.23 1.91 0.2132
H 2.475 1.582 0.750 0.33 1.03 -0.73 0.1939
H -0.085 0.543 3.221 1.21 -1.59 0.99 0.2614
H 1.589 1.475 2.917 1.99 -0.60 1.57 0.2115
H 0.056 2.005 2.864 0.40 -0.17 -1.94 0.1950
```
Positions in Å, forces in eV/Å.

Properties
maximum force = 6.02 eV Å⁻¹
relative energy (zero: lowest compared OMol25 entry of this formula, charge and spin) = 3.5343 eV
LUMO level = 0.844 eV
HOMO energy = -8.995 eV
Kohn-Sham gap = 9.839 eV
structure (SMILES) = CCCC(=O)N(C)C
net charge = 0

Entry 3:
Below is a cluster of 4 separate species, C9H25NO4 in total, with properties calculated with wB97M-V/def2-TZVPD.

XYZ file:
```
39
Properties=species:S:1:pos:R:3:forces:R:3:nbo_charge:R:1
C -1.794 -1.364 -1.489 -0.72 0.60 1.42 -0.6435
C -0.905 -0.147 -1.110 1.75 0.45 -1.22 0.1240
C -1.558 1.229 -1.286 -1.81 -0.19 0.74 -0.4007
C -2.467 1.597 -0.122 -0.09 0.82 -0.89 -0.4020
C -1.694 1.747 1.129 1.02 -1.06 0.41 -0.4071
C -0.919 0.434 1.456 -0.42 -1.25 1.66 0.1483
N -0.295 -0.186 0.260 0.12 1.38 -1.67 -0.2136
O 0.656 -1.238 0.447 -0.80 0.90 0.21 -0.5970
C 0.219 0.838 2.486 -0.14 -0.53 -1.52 -0.6208
C -1.987 -0.578 2.070 0.74 0.80 0.77 -0.6474
C 0.192 -0.119 -2.235 0.41 -0.22 0.65 -0.6104
H -2.625 -1.387 -0.784 -0.30 -0.11 -0.02 0.2049
H -1.300 -2.326 -1.352 0.35 0.08 -0.21 0.2029
H -2.228 -1.315 -2.487 0.32 0.14 -0.03 0.2254
H -0.875 2.065 -1.437 0.36 -0.43 -0.27 0.2155
H -2.288 1.144 -2.091 0.56 0.11 -0.70 0.2122
H -3.279 0.872 -0.166 -0.21 0.10 0.79 0.1989
H -2.856 2.607 -0.250 -0.59 -0.11 -0.69 0.2115
H -2.339 2.106 1.931 0.02 -0.69 0.44 0.2202
H -0.987 2.571 1.037 0.30 -0.03 -0.42 0.2096
H 0.817 0.004 2.854 -0.56 -0.20 0.43 0.2188
H 0.966 1.365 1.892 -0.12 0.40 -0.11 0.2233
H -0.135 1.520 3.259 -0.11 -0.36 0.10 0.2143
H -1.555 -1.495 2.470 0.34 -0.13 -0.33 0.2059
H -2.415 -0.110 2.956 -0.16 0.15 0.06 0.2102
H -2.825 -0.844 1.425 0.23 0.19 -0.29 0.2064
H -0.223 -0.096 -3.243 -0.50 -0.38 0.14 0.2116
H 0.824 -1.001 -2.128 0.14 0.04 -0.25 0.2065
H 0.813 0.776 -2.239 0.16 -0.05 0.61 0.2184
H 0.149 -2.053 0.419 -0.29 -0.42 0.13 0.4532
O 3.349 -0.291 -0.840 0.09 0.24 -0.31 -0.9709
H 2.485 -0.494 -0.482 -0.43 -0.06 0.25 0.4958
H 3.801 -1.134 -0.870 0.16 -0.31 0.16 0.4890
O 5.363 1.578 -0.676 0.61 0.45 0.12 -0.9667
H 5.407 1.942 -1.560 0.05 0.10 -0.15 0.4563
H 4.576 1.033 -0.680 -0.54 -0.43 0.06 0.4930
O 3.034 -3.108 0.490 0.31 -0.12 -0.10 -0.9375
H 2.443 -3.452 -0.180 -0.12 -0.15 -0.21 0.4647
H 2.455 -2.691 1.129 -0.11 0.27 0.23 0.4771
```
Positions in Å, forces in eV/Å.

Properties
maximum force = 2.18 eV Å⁻¹
relative energy (zero: lowest compared OMol25 entry of this formula, charge and spin) = 0.8117 eV
LUMO level = 0.207 eV
HOMO energy = -8.639 eV
Kohn-Sham gap = 8.846 eV
structure (SMILES) = CC1(C)CCCC(C)(C)N1O.O.O.O
net charge = 0

Entry 4:
Below is a cluster of 20 separate species, H39O20 in total, with properties calculated with wB97M-V/def2-TZVPD.

XYZ file:
```
59
Properties=species:S:1:pos:R:3:forces:R:3:nbo_charge:R:1
O 2.021 -1.401 3.184 0.99 1.05 -1.04 -0.9817
H 0.760 -0.720 0.451 0.11 -1.41 -1.61 0.5134
O 0.577 -3.865 2.394 1.59 -2.68 -10.73 -0.9591
H 0.321 -3.975 3.167 -3.14 -0.48 11.10 0.4556
H 0.981 -3.113 2.099 1.73 3.38 -0.02 0.5075
O -3.218 1.751 -2.023 1.90 1.58 -0.40 -0.9496
H -5.183 -1.789 -1.144 0.93 0.90 2.96 0.4621
H -2.418 1.695 -1.388 -2.02 -0.04 -1.76 0.4940
O 2.909 -0.647 -1.381 -1.15 1.61 2.26 -1.0314
H 2.899 -1.562 -1.067 -0.04 0.33 0.09 0.4531
H -1.105 -0.682 -1.801 -0.35 3.20 -1.22 0.4465
O -1.235 0.318 -2.059 0.34 -3.62 0.77 -0.9346
H 0.864 2.757 1.708 -0.34 0.07 -0.41 0.4668
H -2.789 2.075 -2.888 -0.95 -1.12 2.24 0.4495
O 1.320 5.737 0.949 -5.21 5.14 8.77 -0.9271
H 1.281 -0.812 3.366 0.02 -0.02 0.00 0.4618
H 2.556 -0.823 2.541 -1.27 -1.04 0.83 0.5067
O 4.003 3.037 -3.143 -0.58 0.79 0.73 -0.9288
H 3.228 3.482 -2.761 0.50 -0.03 0.56 0.4673
H 3.592 2.795 -3.957 0.06 -0.73 -1.22 0.4610
O -2.435 -2.620 -3.367 2.03 -0.59 0.21 -0.9563
H 0.748 5.155 1.516 1.12 0.77 -1.26 0.4674
H -1.725 3.651 2.614 0.11 -0.53 1.21 0.4774
O -2.148 -0.328 5.351 2.45 2.49 -3.76 -0.9445
H -2.282 -0.259 4.309 -0.18 -0.73 3.00 0.4827
H -1.341 0.329 5.326 -2.06 -1.84 0.80 0.4677
O 2.274 0.662 1.055 -1.87 -0.75 -0.71 -1.3142
H 3.111 0.729 1.469 1.29 0.26 0.37 0.4480
H -1.065 2.310 3.062 -1.81 3.35 1.46 0.4887
O 0.246 2.313 1.097 -0.91 1.66 0.95 -0.9938
H 2.416 -0.116 -0.530 2.24 -1.60 -2.38 0.5219
H 0.716 1.491 1.055 1.13 -1.48 -0.27 0.5068
O 0.670 -1.398 -0.316 -3.95 1.44 0.82 -0.9607
H 2.715 -3.822 -1.456 -2.61 2.09 -7.08 0.4530
H 1.656 5.298 0.323 4.13 -5.97 -7.48 0.4601
O -4.172 1.099 4.113 -0.70 2.53 -0.63 -0.9432
H -3.624 0.987 4.859 1.16 -1.61 1.77 0.4702
H -1.471 -2.483 -3.142 -0.45 -1.67 -0.77 0.4876
O -5.409 -2.040 -1.986 -6.24 1.28 -0.02 -0.9270
H -2.625 -1.773 -3.040 -1.80 2.30 0.38 0.4484
H -4.701 -2.335 -2.400 5.33 -2.27 -2.97 0.4648
O 0.191 -3.136 -2.610 -4.04 -1.28 -0.78 -0.9644
H 0.120 -3.272 -1.684 0.59 -0.34 1.53 0.5087
H 0.982 -2.818 -2.894 3.56 1.65 -0.59 0.4776
O 3.088 3.092 0.113 -4.94 3.76 5.01 -0.9991
H 3.742 3.058 -0.439 5.50 -1.35 -4.98 0.4628
H -0.351 -4.379 0.759 -0.97 5.85 6.69 0.4627
O 3.003 -4.066 -0.687 1.02 -1.05 7.47 -0.9156
H 2.527 2.361 0.263 -0.31 -2.33 -0.18 0.5133
H 3.740 -4.617 -0.793 1.57 -1.09 -0.36 0.4636
O -1.566 3.186 3.479 1.70 -2.80 -2.80 -0.9737
H -0.366 0.696 -1.947 0.87 0.02 -0.02 0.4921
H -0.326 -1.267 -0.664 3.66 -0.52 1.91 0.4313
O -0.955 2.691 -4.432 2.39 -0.18 2.50 -0.8988
H -1.735 3.080 -4.137 -1.87 1.54 1.97 0.4471
H -1.264 2.574 -5.267 -0.46 -1.18 -4.55 0.4542
O -0.258 -4.944 0.133 3.67 -7.57 -6.08 -0.9434
H 0.621 -5.432 0.428 -2.81 1.69 -1.07 0.4760
H -4.114 2.086 4.220 -0.63 -0.84 -1.22 0.4672
```
Positions in Å, forces in eV/Å.

Properties
maximum force = 11.55 eV Å⁻¹
relative energy (zero: lowest compared OMol25 entry of this formula, charge and spin) = 9.7859 eV
LUMO level = 1.989 eV
HOMO energy = -6.655 eV
Kohn-Sham gap = 8.644 eV
net charge = -1

Look up the Kohn-Sham gap of the fourth one.
8.644 eV

Kohn-Sham gap of number 4 (H39O20)?
8.644 eV

Look up the net charge of the third one.
0

What did the first record say?
Below is the ion C8H10NO2 with charge -1, with properties calculated with wB97M-V/def2-TZVPD.

XYZ file:
```
21
Properties=species:S:1:pos:R:3:forces:R:3:nbo_charge:R:1
C 2.536 0.138 1.410 -0.15 0.52 0.28 -0.6309
C 1.445 -0.658 1.588 -2.49 0.86 -3.83 0.5532
C 2.324 1.161 0.429 -0.42 -0.79 -1.79 0.6574
C -0.974 -0.007 0.611 -2.44 -1.39 0.34 -0.2531
C -0.485 -1.124 -0.348 -1.52 0.53 -0.40 -0.2491
C 0.444 -0.175 0.282 1.06 0.58 1.54 0.0133
C -2.078 0.945 0.048 4.77 2.03 0.43 -0.6049
C -0.980 -1.005 -1.880 3.86 1.54 2.33 -0.6148
N 1.189 0.817 -0.353 0.88 -0.21 0.47 -0.6605
O 1.013 -1.552 2.276 0.01 -1.27 1.45 -0.7036
O 2.985 2.126 0.080 0.84 0.83 0.40 -0.7062
H 3.392 -0.008 1.998 1.14 0.41 0.66 0.2045
H -1.256 -0.512 1.556 0.13 0.78 -0.21 0.2040
H -0.463 -2.063 0.238 -0.17 -0.05 -1.26 0.2272
H -2.987 0.497 0.120 -2.67 -1.51 -0.18 0.1918
H -1.775 1.184 -1.038 -0.94 0.24 1.89 0.1955
H -2.124 1.836 0.766 0.13 -0.66 -1.47 0.2004
H -0.232 -1.612 -2.315 0.72 -0.65 -1.33 0.2110
H -0.897 0.024 -2.357 -0.08 -1.29 0.88 0.1947
H -1.884 -1.435 -2.065 -2.76 -1.00 -0.26 0.1927
H 0.808 1.426 -1.047 0.10 0.50 0.06 0.3774
```
Positions in Å, forces in eV/Å.

Properties
maximum force = 5.20 eV Å⁻¹
relative energy (zero: lowest compared OMol25 entry of this formula, charge and spin) = 0.3284 eV
LUMO level = 3.539 eV
HOMO energy = -3.634 eV
Kohn-Sham gap = 7.173 eV
structure (SMILES) = C[C@@H]1[C@H](C)[C@]12NC([O-])=CC2=O
net charge = -1